No. 1
{"formula": "C3H7NO2", "method": "the ωB97M-V functional and the def2-TZVPD basis", "symbols": ["C", "C", "N", "C", "O", "O", "H", "H", "H", "H", "H", "H", "H"], "xyz": [[0.751668, 1.188642, -0.207172], [0.411898, -0.143247, 0.477484], [1.213873, -1.264243, 0.102060], [-0.999600, -0.419690, 0.095333], [-1.498838, -1.500208, -0.220616], [-1.861903, 0.716373, 0.216532], [1.863831, 1.421306, -0.223206], [0.049283, 1.939850, 0.153933], [0.593846, 1.062971, -1.336951], [0.398458, -0.052820, 1.596482], [1.116981, -1.349411, -0.940607], [0.696335, -2.076894, 0.485167], [-2.735834, 0.477375, -0.198434]], "atomic_forces_ev_per_a": [[1.5, -0.6, -1.9], [-0.4, 1.0, 0.5], [0.0, -0.9, -1.0], [-4.5, -0.7, 0.0], [1.4, 2.2, 0.4], [0.4, -1.7, -0.8], [-1.4, 0.0, 0.9], [0.7, 0.3, -0.1], [-0.3, 0.1, 1.4], [0.2, 0.2, -0.8], [0.3, -0.1, 1.3], [0.7, 0.3, -0.5], [1.2, 0.0, 0.7]], "lowdin_charge": [-0.055, -0.429, 0.035, -0.435, 0.079, 0.023, 0.100, 0.072, 0.107, 0.171, 0.106, 0.090, 0.136], "spin_multiplicity": 1, "energy_ha": -323.743311, "lumo_energy_ev": 0.7017, "largest_force_ha_per_bohr": 0.088, "homo_energy_ev": -10.1, "smiles": "C[C@H](N)C(=O)O", "e_above_lowest_kj_mol": 98.9, "homo_lumo_gap_ev": 10.77}

No. 2
{"formula": "C9H12NO", "method": "the ωB97M-V functional and the def2-TZVPD basis", "symbols": ["C", "C", "C", "C", "C", "C", "C", "C", "C", "N", "O", "H", "H", "H", "H", "H", "H", "H", "H", "H", "H", "H", "H"], "xyz": [[3.277791, 1.461793, 0.194135], [2.491296, 1.259427, -0.920748], [2.963381, 0.714440, 1.315236], [1.396687, 0.485274, -0.927416], [1.858342, -0.104817, 1.399952], [1.034961, -0.239941, 0.260215], [-4.174234, 1.665600, -1.665700], [-0.297815, -0.836175, 0.196670], [-0.029088, -3.180766, 0.953280], [-4.249415, 0.776998, -0.723328], [-0.718018, -2.015516, 0.382855], [4.175802, 2.023519, 0.169603], [2.811852, 1.915679, -1.683231], [3.526318, 0.742107, 2.137357], [0.825591, 0.391153, -1.878198], [1.595221, -0.403920, 2.362275], [-4.809277, 2.517784, -1.653756], [-3.365138, 1.922271, -2.335888], [-0.141307, -3.880973, 0.130815], [-0.632159, -3.457637, 1.785374], [1.025429, -2.683971, 1.000159], [-3.569228, -0.025216, -0.454635], [-4.996999, 0.952897, -0.045026]], "atomic_forces_ev_per_a": [[-0.4, -2.0, 1.1], [1.6, 1.8, 0.4], [-1.3, 0.3, -2.3], [-1.6, -1.6, -0.1], [-0.6, 0.9, -2.3], [0.6, -0.3, 0.0], [1.3, -0.1, 1.8], [-1.4, 1.5, -1.1], [2.4, 2.4, -2.2], [0.7, 0.3, -0.4], [-1.1, -0.1, 0.6], [0.5, 0.7, -0.1], [-0.3, 0.1, -1.6], [2.3, 0.5, 3.2], [0.2, 0.0, 1.1], [-0.6, -1.1, 1.3], [-1.4, 0.1, 0.3], [0.5, -1.5, -0.3], [0.5, -0.5, 0.3], [0.3, -0.2, 1.0], [-1.4, -2.1, 0.9], [-0.8, 1.7, -1.1], [0.1, -0.5, -0.2]], "lowdin_charge": [-0.051, -0.107, -0.069, -0.059, -0.032, -0.233, 0.174, -0.074, 0.024, 0.196, -0.148, 0.104, 0.100, 0.068, 0.120, 0.099, 0.110, 0.126, 0.092, 0.084, 0.128, 0.192, 0.155], "spin_multiplicity": 1, "energy_ha": -479.681126, "lumo_energy_ev": -5.7167, "largest_force_ha_per_bohr": 0.078, "charge": 1, "homo_energy_ev": -10.0, "e_above_lowest_kj_mol": 456.8, "homo_lumo_gap_ev": 4.28}

No. 3
{"formula": "C38H57CuGeNO3PSeSi3", "method": "the ωB97M-V functional and the def2-TZVPD basis", "symbols": ["Cu", "O", "C", "C", "C", "C", "C", "C", "N", "H", "H", "H", "H", "H", "H", "H", "O", "C", "O", "C", "P", "C", "C", "C", "C", "C", "C", "C", "C", "C", "C", "C", "C", "H", "H", "H", "H", "H", "H", "H", "H", "H", "H", "H", "H", "C", "C", "C", "C", "C", "C", "Se", "C", "C", "C", "H", "H", "H", "H", "H", "H", "H", "H", "H", "H", "H", "C", "Si", "C", "C", "Ge", "Si", "C", "C", "C", "Si", "C", "C", "C", "H", "H", "H", "H", "H", "H", "H", "H", "H", "H", "H", "H", "H", "H", "H", "H", "H", "H", "H", "H", "H", "H", "H", "H", "H", "H", "H"], "xyz": [[0.339693, 0.503248, 0.172373], [0.347594, 0.642587, 2.405020], [1.112622, 1.798909, 2.747892], [2.480271, 1.597132, 2.155811], [3.641566, 1.802379, 2.883163], [4.861961, 1.607713, 2.253760], [4.876956, 1.204782, 0.928510], [3.663760, 1.013998, 0.284161], [2.492974, 1.213014, 0.879007], [-0.584335, 0.790534, 2.603301], [1.172241, 1.917851, 3.831397], [0.659415, 2.692774, 2.304271], [3.587884, 2.100662, 3.921804], [5.786928, 1.756586, 2.795411], [5.804936, 1.032767, 0.401523], [3.620791, 0.689039, -0.750441], [0.178387, 0.492828, -3.862443], [0.387646, 0.800734, -2.696426], [0.674267, -0.009873, -1.742561], [0.365044, 2.308280, -2.344595], [-0.310894, 2.662154, -0.679652], [0.375316, 4.310991, -0.280139], [1.762237, 4.479091, -0.289792], [2.335998, 5.674433, 0.112162], [1.533847, 6.722325, 0.545437], [0.157081, 6.563157, 0.569828], [-0.419378, 5.366953, 0.161892], [-2.084775, 3.012257, -0.913175], [-2.940781, 2.663232, 0.128804], [-4.301509, 2.923596, 0.055087], [-4.823759, 3.527532, -1.078505], [-3.982619, 3.873171, -2.129197], [-2.621282, 3.622235, -2.045535], [-0.130405, 2.858796, -3.141658], [1.409361, 2.633007, -2.328875], [2.403144, 3.665600, -0.609163], [3.412692, 5.787180, 0.088827], [1.980586, 7.656639, 0.859707], [-0.476868, 7.375234, 0.902849], [-1.496937, 5.261586, 0.179734], [-2.535917, 2.162098, 1.001914], [-4.951454, 2.631360, 0.870417], [-5.886547, 3.721350, -1.149310], [-4.388925, 4.339385, -3.017626], [-1.979111, 3.904923, -2.869775], [-7.441064, -0.281717, 2.596920], [-6.105778, -0.410913, 1.916228], [-6.000326, -0.398035, 0.532226], [-4.780073, -0.531766, -0.119745], [-4.753817, -0.462560, -1.617437], [-3.618355, -0.715225, 0.647285], [-1.920244, -0.726039, -0.273560], [-3.698862, -0.712682, 2.046035], [-2.505799, -0.885846, 2.948933], [-4.941354, -0.554593, 2.653853], [-8.207893, 0.053711, 1.899566], [-7.396195, 0.428934, 3.423193], [-7.761799, -1.240974, 3.008301], [-6.896485, -0.266409, -0.065041], [-5.752493, -0.262796, -2.005417], [-4.395004, -1.396802, -2.043215], [-4.078535, 0.319854, -1.969117], [-1.577032, -0.969435, 2.390117], [-2.613902, -1.794213, 3.541020], [-2.434739, -0.057686, 3.660916], [-4.994774, -0.554523, 3.738616], [1.165640, -3.153626, -3.239586], [-0.655770, -3.338726, -2.859496], [-1.658042, -2.143623, -3.876007], [-1.156902, -5.088900, -3.346527], [-1.042009, -2.997522, -0.492324], [-2.555917, -4.596502, 0.488964], [-2.275755, -6.330258, -0.188831], [-4.341013, -4.169165, 0.095970], [-2.272497, -4.761378, 2.343831], [1.029704, -3.217870, 0.671018], [2.475639, -2.270837, -0.060079], [0.887347, -2.776783, 2.491911], [1.390598, -5.062807, 0.523529], [1.317156, -3.313460, -4.310635], [1.779939, -3.879163, -2.703209], [1.493932, -2.139873, -2.996460], [-1.508321, -2.361236, -4.937670], [-1.337354, -1.117467, -3.695290], [-2.720006, -2.239015, -3.660468], [-0.914252, -5.228775, -4.404331], [-2.230545, -5.254853, -3.226615], [-0.624845, -5.855276, -2.781523], [-2.326735, -6.386560, -1.274796], [-3.075159, -6.960805, 0.214167], [-1.325186, -6.759125, 0.129670], [-4.510752, -4.279609, -0.978777], [-4.620499, -3.153224, 0.375010], [-5.011531, -4.863421, 0.610535], [-1.375155, -5.361241, 2.515673], [-3.113940, -5.288239, 2.802498], [-2.140786, -3.814085, 2.861321], [2.171266, -1.312113, -0.484384], [2.948281, -2.847211, -0.856605], [3.218903, -2.099725, 0.725010], [0.771306, -1.699318, 2.626124], [1.800538, -3.087158, 3.008609], [0.041653, -3.271663, 2.972478], [1.453782, -5.374910, -0.522125], [0.631290, -5.673847, 1.013349], [2.352420, -5.285443, 0.994696]], "atomic_forces_ev_per_a": [[0.0, 0.6, -0.1], [0.0, 0.0, 0.2], [0.0, -0.1, -0.1], [0.0, 0.1, 0.0], [0.0, 0.0, 0.0], [0.0, 0.0, 0.0], [0.0, 0.0, 0.0], [0.0, 0.0, -0.1], [-0.1, -0.2, 0.1], [0.0, 0.0, 0.0], [0.0, 0.0, 0.0], [0.0, 0.0, 0.0], [0.0, 0.0, 0.0], [0.0, 0.0, 0.0], [0.0, 0.0, 0.0], [0.0, 0.0, 0.0], [0.1, 0.1, 0.0], [0.0, 0.0, 0.1], [0.1, -0.1, -0.2], [0.0, 0.0, 0.0], [0.0, -0.2, 0.0], [0.0, 0.0, 0.0], [0.0, 0.0, 0.0], [0.0, 0.0, 0.0], [0.0, 0.0, 0.0], [0.0, 0.0, 0.0], [0.0, 0.0, 0.0], [0.0, 0.0, 0.0], [0.0, 0.0, 0.0], [0.0, 0.0, 0.0], [0.0, 0.0, 0.0], [0.0, 0.0, 0.0], [0.0, 0.0, 0.0], [0.0, 0.0, 0.0], [0.0, 0.0, 0.0], [0.0, 0.0, 0.0], [0.0, 0.0, 0.0], [0.0, 0.0, 0.0], [0.0, 0.0, 0.0], [0.0, 0.0, 0.0], [0.0, 0.0, 0.0], [0.0, 0.0, 0.0], [0.0, 0.0, 0.0], [0.0, 0.0, 0.0], [0.0, 0.0, 0.0], [0.0, 0.0, 0.0], [0.0, 0.0, 0.0], [0.0, 0.0, 0.0], [0.0, 0.0, 0.1], [0.0, 0.1, -0.1], [0.1, 0.0, 0.3], [0.1, -0.1, -0.3], [0.0, 0.0, 0.0], [0.0, 0.0, 0.0], [0.0, -0.1, 0.0], [0.0, 0.0, 0.0], [0.0, 0.0, 0.0], [0.0, 0.0, 0.0], [0.0, 0.0, 0.0], [0.0, 0.0, 0.0], [0.1, -0.1, -0.1], [0.0, 0.0, 0.0], [0.0, -0.1, 0.0], [0.0, 0.0, 0.1], [0.0, 0.0, 0.0], [0.0, 0.0, 0.0], [0.0, 0.1, 0.0], [0.0, 0.0, 0.0], [0.0, 0.0, 0.0], [0.0, 0.0, 0.0], [-0.1, -0.1, -0.1], [-0.1, 0.0, -0.1], [0.0, 0.0, 0.0], [0.0, 0.0, 0.0], [0.0, 0.0, 0.0], [0.0, 0.0, 0.1], [0.0, 0.0, 0.0], [-0.1, 0.0, 0.0], [0.1, 0.0, 0.0], [0.0, 0.0, 0.0], [0.0, 0.0, 0.0], [0.0, -0.1, 0.0], [0.0, 0.0, 0.0], [0.0, 0.0, 0.0], [-0.2, 0.0, 0.0], [0.0, 0.0, 0.0], [0.0, 0.0, 0.0], [0.0, 0.0, 0.0], [0.0, 0.0, 0.0], [0.0, 0.0, 0.0], [0.0, 0.0, 0.0], [0.0, 0.0, 0.0], [0.0, 0.0, 0.0], [0.0, 0.0, 0.0], [0.0, 0.0, 0.0], [0.0, 0.0, 0.0], [-0.1, 0.1, 0.0], [0.0, 0.0, 0.0], [0.0, 0.0, 0.0], [0.0, 0.0, 0.0], [0.0, 0.0, 0.0], [0.0, 0.0, 0.0], [0.0, 0.0, 0.0], [0.0, 0.0, 0.0], [0.0, 0.0, 0.0], [0.0, 0.0, 0.0]], "lowdin_charge": [-0.005, -0.116, -0.154, -0.249, -0.008, -0.054, -0.047, -0.120, 0.104, 0.068, 0.126, 0.117, 0.115, 0.109, 0.107, 0.122, 0.016, -0.698, -0.185, -0.214, 1.063, -0.341, -0.109, -0.086, -0.094, -0.085, -0.084, -0.372, -0.122, -0.078, -0.080, -0.076, -0.075, 0.079, 0.086, 0.088, 0.102, 0.100, 0.103, 0.099, 0.091, 0.106, 0.104, 0.104, 0.104, -0.049, -0.270, -0.022, -0.321, -0.066, -0.460, 0.808, -0.282, -0.064, -0.019, 0.074, 0.078, 0.083, 0.117, 0.080, 0.064, 0.068, 0.013, 0.078, 0.090, 0.123, -0.209, 0.344, -0.206, -0.231, 0.532, 0.349, -0.212, -0.202, -0.212, 0.334, -0.204, -0.200, -0.216, 0.037, 0.015, 0.020, 0.041, 0.004, 0.015, 0.032, 0.021, 0.019, 0.000, 0.036, 0.021, 0.033, 0.005, 0.034, 0.024, 0.035, -0.009, -0.013, 0.027, 0.035, 0.004, 0.036, 0.007, 0.024, 0.006, 0.034], "spin_multiplicity": 1, "energy_ha": -9091.517840, "lumo_energy_ev": 0.3222, "largest_force_ha_per_bohr": 0.012, "homo_energy_ev": -7.3, "e_above_lowest_kj_mol": 88.0, "homo_lumo_gap_ev": 7.60}

No. 4
{"formula": "C6H11N", "method": "the ωB97M-V functional and the def2-TZVPD basis", "symbols": ["C", "C", "C", "C", "C", "N", "C", "H", "H", "H", "H", "H", "H", "H", "H", "H", "H", "H"], "xyz": [[0.031441, 2.709069, 0.623168], [0.697147, 1.943256, -0.276639], [0.230548, 0.443841, -0.352815], [1.264830, -0.576334, -0.217413], [1.119883, -1.857876, 0.645998], [-0.974574, 0.022834, -0.899872], [-1.881819, -0.962738, -0.296632], [0.060374, 3.802827, 0.622183], [-0.561721, 2.423064, 1.561325], [1.102284, 2.487341, -1.095977], [2.295868, -0.277531, -0.521866], [1.917664, -1.855986, 1.399376], [1.597892, -2.712969, 0.018114], [0.148991, -2.049560, 1.270268], [-0.965372, -0.083423, -1.902449], [-2.167356, -0.453758, 0.596629], [-1.237424, -1.794850, -0.123321], [-2.678659, -1.207208, -1.050075]], "atomic_forces_ev_per_a": [[0.2, 0.0, 1.3], [-3.9, -1.0, 1.0], [5.6, -2.6, -0.6], [-2.2, 2.8, 1.5], [0.9, -1.1, -1.1], [-2.6, 1.4, -0.6], [1.1, 1.0, -1.4], [0.4, -0.2, -0.4], [0.9, -0.5, -1.8], [0.8, 0.0, -0.7], [-0.5, -0.1, 1.1], [-0.2, 0.7, 0.2], [-1.7, 0.6, 0.9], [1.8, 0.3, -1.9], [0.5, 0.1, 0.1], [-1.1, -0.5, 0.9], [-0.5, -1.3, 0.5], [0.5, 0.3, 1.1]], "lowdin_charge": [-0.023, -0.114, -0.287, -0.061, -0.134, -0.121, -0.092, 0.040, 0.079, 0.074, 0.093, 0.051, 0.090, 0.098, 0.108, 0.071, 0.026, 0.102], "spin_multiplicity": 1, "energy_ha": -289.795952, "lumo_energy_ev": 0.6596, "largest_force_ha_per_bohr": 0.120, "homo_energy_ev": -7.5, "smiles": "C=C/C(=C/C)NC", "e_above_lowest_kj_mol": 461.4, "homo_lumo_gap_ev": 8.13}